C4H12O2S | ωB97M-V/def2-TZVPD

2S+1 = 2
HOMO level (alpha / beta) = -13.4 / -13.4 eV
Charge = +1
Kohn-Sham gap (alpha / beta) = 9.232 / 3.972 eV

Positions of all 19 atoms, in Å:
C: -1.160 0.472 0.267
O: -1.043 0.915 -1.058
C: -0.013 0.879 1.199
C: 1.341 0.430 0.650
C: 1.500 -1.059 0.616
S: 3.246 -1.717 0.568
H: -2.120 0.858 0.603
H: -1.331 -0.614 0.301
H: -0.222 0.796 -1.518
H: -0.186 0.412 2.173
H: -0.041 1.940 1.438
H: 2.135 0.874 1.259
H: 1.484 0.808 -0.364
H: 1.128 -1.628 1.472
H: 1.041 -1.510 -0.274
H: 3.883 -0.910 -0.306
H: -3.565 -0.700 -1.730
H: -2.605 0.045 -2.697
O: -3.472 -0.289 -2.600